{"formula": "C23H37BBrCsMgN3O15S2", "method": "ωB97M-V/def2-TZVPD", "symbols": ["Cs", "Br", "S", "S", "Mg", "O", "O", "O", "O", "O", "O", "O", "O", "O", "O", "O", "O", "O", "O", "O", "N", "N", "N", "C", "C", "C", "C", "C", "C", "C", "C", "C", "C", "C", "C", "C", "C", "C", "C", "C", "C", "C", "C", "C", "C", "C", "B", "H", "H", "H", "H", "H", "H", "H", "H", "H", "H", "H", "H", "H", "H", "H", "H", "H", "H", "H", "H", "H", "H", "H", "H", "H", "H", "H", "H", "H", "H", "H", "H", "H", "H", "H", "H", "H"], "coordinates": [[-2.77013, -1.11745, 0.21806], [-0.21539, 6.85300, 1.15554], [-0.73904, 3.56583, 0.56333], [-2.61666, 3.20186, 2.53883], [-3.49865, 6.80247, 6.34134], [-3.02236, 4.62044, 2.43771], [-7.29396, -2.26396, 0.84389], [1.27336, -1.58614, -0.08495], [-0.71289, 5.09148, 0.47954], [-5.92803, -3.60224, -0.12310], [7.58731, -2.76224, -3.07469], [-5.18926, 3.99120, 0.56834], [7.90297, -0.49490, 0.81378], [-5.82586, 1.71572, 0.18287], [9.10369, -3.49247, -1.57471], [9.69172, -2.00970, -3.16501], [3.92860, -3.85401, -0.17930], [-0.47196, 7.36655, 3.89879], [-1.65973, 3.02979, -0.47429], [-2.67875, 2.78539, 3.97270], [-0.98270, 2.97481, 2.09383], [1.43881, 1.83575, 0.82190], [-7.03953, -3.12740, 0.03431], [7.22363, -2.72677, 0.51365], [8.82381, -2.82207, -2.51293], [6.99496, -1.26623, 0.58805], [-0.70642, -1.65942, -1.43629], [-1.42126, 7.21262, 4.93329], [-3.69231, 2.04284, 1.63780], [-10.41757, -3.52928, -1.48621], [-8.90044, -5.08156, -2.53737], [-0.03453, -3.59887, 0.01423], [9.05842, -1.61724, -4.38964], [0.98308, 2.99921, 0.09869], [7.60660, -1.67214, -4.00240], [4.84551, -3.08400, 0.04874], [6.22374, -3.57063, 0.26168], [-0.05091, -2.08559, -0.12889], [-7.86921, -4.62852, -1.72875], [9.53534, -0.25745, -4.84454], [5.61254, -0.77776, 0.37452], [-9.39322, -3.07178, -0.67135], [-1.37217, 5.79734, 5.48840], [-10.17111, -4.53000, -2.41909], [4.61568, -1.62362, 0.12405], [-8.12534, -3.62315, -0.80509], [-4.92159, 2.65811, 0.79830], [6.37277, -4.64080, 0.20188], [-10.97246, -4.88108, -3.05722], [-1.18894, 7.94217, 5.71465], [9.11693, -0.00533, -5.81956], [-0.37771, 5.57506, 5.87522], [9.29857, -2.37099, -5.14628], [3.60065, -1.28777, -0.03528], [1.04645, 2.87059, -0.99302], [-5.30646, 0.92585, 0.01888], [-2.42053, 7.44611, 4.52898], [-3.04135, 1.40490, 0.96941], [0.53800, -4.05796, -0.79390], [6.94818, -1.86889, -4.84743], [-2.10050, 5.65881, 6.30014], [-0.15695, -2.05069, -2.29314], [-11.40828, -3.10418, -1.39653], [9.25129, 0.51834, -4.13088], [1.65666, 3.83314, 0.38290], [-6.88314, -5.06022, -1.82790], [-8.71412, -5.86240, -3.26259], [-0.59107, -1.64333, 0.71687], [-0.69466, 6.71653, 3.20165], [1.76040, -1.97135, -0.82365], [1.44854, 2.01176, 1.81872], [8.23745, -3.06520, 0.67207], [-4.13380, 1.33991, 2.37841], [-6.03190, 4.03181, 0.10712], [-1.58489, 5.06618, 4.70347], [-9.59206, -2.29344, 0.05219], [7.26442, -0.77186, -3.48323], [-0.70406, -0.56707, -1.53032], [10.62336, -0.23971, -4.91434], [-1.73742, -2.01225, -1.49387], [-1.04830, -4.01108, 0.00038], [0.88695, 1.01233, 0.61714], [0.44677, -3.88886, 0.94804], [5.46239, 0.29322, 0.43341]], "atomic_forces_ev_per_a": [[-3.4246, 0.8860, 1.9909], [0.0689, -0.6604, -0.6760], [-0.7353, -1.9420, 0.5172], [0.5644, 1.9395, 4.7656], [-2.0466, 0.8588, 0.6100], [0.5963, -2.2923, -1.2877], [0.0641, 0.2276, 0.1138], [-0.3989, 0.5155, 0.2087], [-0.3365, 0.0506, -0.9786], [0.4516, -0.0014, -0.1340], [0.1054, 0.0604, 0.0856], [0.4574, -1.7439, 0.8413], [-0.0963, 0.0131, -0.0501], [1.6820, 1.1682, 0.7711], [0.0016, -0.1089, 0.0175], [-0.3175, -0.2990, 0.1041], [-0.0805, 0.2197, -0.0680], [-0.2270, -0.4021, 0.1683], [1.1005, 0.9041, 1.5474], [0.3157, -0.2864, -3.0198], [-1.3923, 1.0516, -2.6519], [-0.4142, 0.4962, -0.6723], [-0.2137, 0.0087, 0.0650], [-0.1285, -0.2092, 0.1254], [0.2559, 0.0066, 0.0668], [0.2376, 0.0120, 0.0670], [0.5151, -0.0337, -0.8287], [0.7008, -0.1612, -0.3841], [0.1686, -0.4674, -0.7512], [0.1437, -0.1168, -0.0759], [-0.0943, 0.1391, 0.0930], [-0.1898, -0.0904, 0.2696], [0.2536, 0.7191, -0.4366], [1.0407, 0.1513, 1.2486], [-0.3939, -0.1080, -0.2143], [0.0258, -0.2532, -0.0153], [0.1016, 0.0582, 0.0789], [1.0146, -0.7412, -0.5235], [0.1207, -0.0971, -0.0804], [0.2369, 0.0950, 0.2588], [-0.2640, 0.0293, -0.0674], [-0.0909, 0.1347, 0.0928], [0.6322, -0.1627, -0.5534], [0.0287, 0.0142, 0.0255], [0.0918, 0.1685, -0.0517], [-0.4643, -0.2650, -0.3766], [-1.1308, 0.4246, -1.2624], [-0.0151, 0.0042, -0.0290], [0.0260, 0.0047, 0.0306], [-0.0113, 0.1016, -0.0991], [0.0000, -0.0733, 0.0118], [-0.0863, 0.1276, 0.2109], [-0.0855, -0.0435, 0.0626], [0.0217, 0.0686, 0.1030], [-0.5725, 0.0529, 0.4420], [-0.5086, -0.3751, 0.0315], [-0.0487, 0.1132, 0.0121], [-0.5756, 1.2628, 0.6440], [-0.0869, 0.0756, -0.0662], [-0.0223, -0.1819, 0.1332], [1.0440, -0.9419, -0.0061], [0.0164, -0.1049, 0.1099], [0.0423, 0.0045, 0.0308], [-0.0676, -0.0670, 0.0055], [-0.5818, -0.2170, -0.2115], [0.0069, 0.1056, 0.1239], [0.0265, 0.0174, 0.0378], [1.2703, -0.1938, 0.1371], [0.1044, 0.3947, 0.8905], [0.1000, -0.1855, 0.1102], [-0.0583, -0.1289, -0.0123], [0.0042, 0.0423, -0.0237], [0.4154, 0.6790, -0.0359], [-0.1676, 0.2672, -0.2552], [-0.2481, 0.0364, 0.1456], [0.1612, -0.0359, 0.0150], [0.1552, 0.0507, -0.0579], [0.0033, -0.0407, -0.0864], [-0.0479, -0.0691, -0.1164], [1.0731, -0.5447, -1.3202], [0.0315, -0.1037, -0.0265], [0.1596, -0.0717, 0.0777], [-0.0504, 0.0590, -0.0051], [0.0361, 0.0006, 0.0125]], "homo_ev": -7.48, "lumo_ev": -5.20, "gap_ev": 2.3, "charge": 1, "total_energy_ev": -158000.9469}

{"formula": "C15H18N10O12Sr", "method": "ωB97M-V/def2-TZVPD", "symbols": ["Sr", "O", "O", "O", "O", "O", "O", "O", "O", "O", "O", "O", "O", "N", "N", "N", "N", "N", "N", "N", "N", "N", "N", "C", "C", "C", "C", "C", "C", "C", "C", "C", "C", "C", "C", "C", "C", "C", "H", "H", "H", "H", "H", "H", "H", "H", "H", "H", "H", "H", "H", "H", "H", "H", "H", "H"], "coordinates": [[-0.23728, -1.71516, 0.22667], [-6.81013, -0.66013, -4.73668], [0.36569, 0.01400, -1.77368], [-0.83230, -2.59043, 2.54347], [-6.19907, 1.25350, -3.95810], [1.56264, 4.18040, -0.51626], [-2.46376, 1.61773, -1.12144], [-2.03039, -0.00947, 0.19624], [-3.05108, -4.66491, -2.03672], [0.54927, -2.78631, 4.18229], [2.15468, 0.41687, 2.30554], [-4.58583, -4.58654, -3.53431], [-1.96925, -2.41916, -1.23834], [0.30872, -2.74619, 2.99411], [3.05904, -2.39252, 3.47539], [1.46040, 0.18067, 0.18982], [-3.86879, -4.06326, -2.69841], [1.04517, 2.08568, -1.14842], [3.31929, -2.48886, 1.19703], [-6.10593, 0.04306, -4.03968], [-2.50972, 0.44416, -0.85305], [1.24236, -2.87406, 2.00493], [2.77068, -2.44952, -0.08952], [-2.95096, -1.88218, -1.80008], [-5.04792, -0.60572, -3.27313], [1.53090, 3.00463, -0.24005], [1.18347, 3.14830, 2.20435], [-4.91389, -1.98108, -3.31921], [4.38950, 2.22544, 0.17019], [2.00381, 2.46112, 1.09611], [3.49676, 2.81734, 1.25290], [-3.23214, -0.45740, -1.75002], [1.86409, 0.94682, 1.23472], [-3.92065, -2.59504, -2.59543], [-0.30400, 2.83030, 2.13176], [-4.21925, 0.16342, -2.48251], [0.93459, 0.72679, -0.93888], [2.51425, -2.56918, 2.27450], [-0.49210, 1.76039, 2.24790], [3.92764, -1.88954, 3.54490], [3.26120, -3.09962, -0.68848], [-0.74128, 3.14341, 1.18101], [3.80644, 2.46660, 2.23837], [3.56890, 3.90602, 1.24757], [4.16147, 2.64349, -0.81214], [0.64132, 2.45720, -1.99786], [-5.58417, -2.58059, -3.91531], [2.80189, -1.49675, -0.44261], [5.43900, 2.43422, 0.37798], [1.34882, 4.22265, 2.11287], [2.43624, -2.37591, 4.26903], [1.59728, 2.82228, 3.15923], [4.27536, 1.13952, 0.10586], [-0.84929, 3.34313, 2.92381], [-4.36094, 1.23135, -2.42385], [4.25923, -2.15097, 1.33564]], "atomic_forces_ev_per_a": [[0.1100, -0.2965, -0.6720], [-0.0465, -0.0205, 0.0742], [-0.0352, -0.0917, 0.1420], [-0.0765, -0.0705, 0.3129], [-0.0451, -0.0201, 0.0685], [0.0223, -0.0146, 0.0376], [0.0881, 0.0274, 0.0211], [0.0214, -0.0013, -0.0862], [-0.2539, -0.0432, 0.2811], [0.1257, -0.0612, -0.0476], [0.0673, 0.0081, -0.0542], [-0.2505, -0.0183, 0.2076], [-0.0229, 0.2537, 0.0201], [0.1125, 0.0101, -0.0645], [0.0677, 0.0380, -0.0278], [-0.3380, 0.0883, -0.0881], [0.6958, 0.0678, -0.7036], [-0.1486, 0.0814, -0.1737], [-0.0156, -0.0606, -0.0466], [0.1298, 0.0531, -0.2051], [-0.2023, -0.2360, -0.1995], [-0.1414, 0.0767, 0.3811], [-0.0306, -0.0198, 0.0076], [-0.1676, 0.1675, 0.1165], [-0.0046, 0.1386, 0.0782], [-0.0043, -0.0540, -0.0444], [0.0129, -0.0236, -0.0176], [0.0807, -0.0982, 0.1111], [0.0278, -0.0175, -0.0168], [0.0461, 0.0119, 0.0410], [-0.0463, 0.0427, 0.0371], [0.0721, 0.1762, 0.1871], [0.1388, -0.0169, 0.0275], [-0.1417, -0.1035, 0.0480], [-0.0498, -0.0041, 0.0012], [-0.1122, -0.1533, -0.1194], [0.4142, 0.1976, 0.3053], [-0.0312, 0.0179, 0.0927], [0.0086, -0.0012, 0.0019], [-0.0235, 0.0309, -0.0172], [0.0164, 0.0059, 0.0069], [0.0100, -0.0009, -0.0029], [-0.0152, -0.0131, -0.0013], [0.0248, -0.0033, -0.0183], [-0.0203, -0.0008, 0.0023], [-0.0143, -0.0290, 0.0023], [-0.0155, 0.0000, -0.0103], [-0.0152, -0.0013, -0.0073], [-0.0054, 0.0127, -0.0037], [-0.0084, 0.0004, -0.0113], [-0.0239, -0.0537, -0.0242], [-0.0064, -0.0091, 0.0027], [0.0073, -0.0026, 0.0185], [0.0156, 0.0022, 0.0057], [0.0031, 0.0113, 0.0091], [-0.0060, 0.0198, 0.0145]], "homo_ev": -9.03, "lumo_ev": -1.05, "gap_ev": 8.0, "total_energy_ev": -56148.1628}